Entry 1:
Below is a 21-piece molecular cluster, C21H84O21 overall in a non-equilibrium geometry, with properties calculated with ωB97M-V with the def2-TZVPD basis set.

```
126
Properties=species:S:1:pos:R:3
O -4.472 0.936 -1.927
O 0.824 -2.984 -3.493
O 3.186 -1.646 2.630
O -2.275 3.035 -1.909
O -4.458 -0.768 1.288
O 4.339 -2.060 -1.831
O 1.846 3.324 3.932
O -2.214 -2.327 0.273
O 0.667 0.294 -1.271
O 1.805 3.682 1.118
O 2.239 3.548 -3.343
O 0.581 -2.260 3.423
O -0.191 1.933 -2.942
O -2.697 2.495 0.930
O 2.686 -0.542 -3.431
O 1.021 -3.974 -0.707
O -0.560 4.259 -0.149
O -0.372 1.529 4.771
O 3.926 -0.442 0.333
O -4.262 -4.831 0.341
O -0.978 -4.207 2.315
C 2.705 2.307 3.467
C 0.724 0.541 0.135
C 4.665 -3.425 -1.906
C 0.585 -3.693 -4.700
C -0.465 1.293 6.173
C 2.906 3.404 0.258
C 3.629 0.275 -4.142
C 1.376 -3.128 0.351
C -0.542 1.197 -4.116
C 4.034 -2.310 3.563
C -4.996 -4.729 -0.899
C -5.473 1.286 -2.847
C 5.132 0.164 0.760
C -2.340 2.378 2.342
C -0.397 -1.217 3.426
C -1.867 -2.320 -1.104
C -2.717 4.241 -2.555
C -1.062 5.466 0.431
C 1.549 4.782 -3.137
C -5.458 -1.143 2.271
C -1.696 -5.424 2.568
H 2.372 1.834 2.568
H -5.750 2.321 -2.811
H 1.453 -2.307 -3.643
H 4.187 -4.042 -1.161
H -1.127 -3.059 -1.365
H -2.808 -1.599 0.465
H 1.439 -0.066 -1.692
H -1.082 0.374 6.270
H -2.746 -5.229 2.886
H -3.188 2.740 2.978
H -1.559 -1.318 -1.414
H -2.801 -2.555 -1.707
H 3.686 2.685 3.281
H 4.278 -1.739 -0.898
H 0.057 -3.032 3.133
H 2.741 3.853 -0.774
H 0.070 -4.594 -4.449
H -4.559 -5.362 -1.644
H 2.444 -2.810 0.260
H -6.399 0.649 -2.656
H 4.662 0.103 -3.816
H -1.068 -1.193 2.574
H 0.233 1.357 -2.269
H 0.349 2.157 4.673
H 0.540 1.152 6.543
H 1.012 -3.462 -1.533
H -3.804 1.642 -1.942
H 3.495 0.125 -5.230
H 5.744 0.365 -0.113
H -1.198 -3.798 1.453
H -2.200 1.332 2.612
H -3.312 4.795 -1.798
H 2.160 5.643 -3.431
H -1.232 -5.961 3.399
H 1.016 1.578 0.325
H 1.040 3.833 0.529
H -3.419 4.009 -3.432
H -0.148 0.187 -4.147
H 1.573 -3.911 -5.197
H 1.355 -0.149 0.677
H -1.442 2.950 2.579
H 2.292 -1.993 2.832
H 3.409 1.347 -3.959
H 1.542 4.944 -2.063
H 1.560 3.803 3.112
H 5.765 -3.514 -1.828
H 4.842 -2.883 3.074
H -3.595 2.140 0.790
H -1.624 1.091 -4.111
H -5.092 -3.655 -1.337
H 0.827 -2.176 0.292
H -1.214 5.386 1.530
H -1.853 4.842 -2.778
H -1.091 2.064 6.694
H -0.129 1.799 -4.936
H -3.727 -4.007 0.364
H -6.022 -4.916 -0.784
H 3.489 -3.042 4.208
H 4.345 -3.710 -2.907
H -1.682 -6.052 1.658
H 3.798 3.948 0.718
H 0.173 -0.301 3.566
H -1.089 -1.262 4.304
H -0.267 0.388 0.474
H 1.149 -3.611 1.328
H -0.366 6.305 0.214
H 0.533 4.780 -3.555
H -4.962 -0.363 0.561
H 5.597 -0.524 1.404
H 3.122 2.330 0.099
H -5.089 1.171 -3.840
H -6.132 -0.284 2.519
H -2.032 5.727 -0.075
H -6.070 -1.940 1.891
H 3.621 -1.014 1.115
H 4.948 1.085 1.317
H 2.596 1.511 4.246
H 4.410 -1.581 4.236
H -0.018 -3.125 -5.413
H -1.470 2.716 -2.383
H -1.380 3.805 -0.457
H 1.574 2.894 -3.136
H 3.289 -1.135 -2.991
H -4.972 -1.431 3.233
```

The HOMO-LUMO gap comes out at 10.10 eV. The value obtained for the maximum force is 2.6 eV/Å. The calculation puts the energy at -2430.2105 Ha. The calculation puts the HOMO energy at -9.606 eV.

Results of the Löwdin charge analysis, in e, for atoms 1 through 4:
1. O -0.13
2. O -0.12
3. O -0.16
4. O -0.19

***

Entry 2:
Below is C21H8Cl4F5N4O2SeTi as an isolated structure in a non-equilibrium geometry, with properties calculated with ωB97M-V with the def2-TZVPD basis set.

```
46
Properties=species:S:1:pos:R:3
Se 0.662 2.501 0.003
Ti 0.170 -0.013 -0.020
Cl -2.314 -3.175 5.298
Cl -0.815 -0.461 4.738
Cl -1.957 -4.383 0.023
Cl -2.861 -5.155 2.945
F -5.125 4.244 0.068
F -3.159 6.065 0.456
F -1.920 0.826 -0.200
F -0.574 5.316 0.398
F -4.479 1.615 -0.250
O -0.594 -1.731 -0.096
O -0.161 -0.091 1.825
N 0.045 -0.026 -2.040
N -0.390 0.864 -2.941
N 2.044 -0.459 -0.046
N 7.345 -1.484 0.171
C -2.069 -3.648 2.648
C 0.286 -1.143 -2.721
C -1.035 -2.107 1.092
C 2.601 -1.187 0.982
C -0.003 -0.961 -4.076
C -1.141 3.051 0.094
C -1.814 -2.771 3.695
C -1.517 4.384 0.261
C 4.260 -0.227 -0.983
C -0.427 0.344 -4.180
C 4.830 -0.994 0.073
C -3.851 3.852 0.101
C -1.167 -1.554 3.450
C -3.520 2.524 -0.066
C -2.838 4.784 0.280
C -2.193 2.148 -0.046
C 6.207 -1.263 0.130
C -0.785 -1.201 2.161
C 2.923 0.012 -1.002
C -1.678 -3.310 1.349
C 3.930 -1.460 1.075
H 0.096 -1.688 -4.862
H -0.530 1.821 -2.656
H 1.917 -1.536 1.744
H 4.310 -2.022 1.916
H 0.654 -2.020 -2.216
H 4.891 0.174 -1.764
H 2.483 0.613 -1.786
H -0.737 0.931 -5.027
```

The HOMO-LUMO gap (spin up / spin down) comes out at 4.64 / 4.71 eV. As for the net charge: -1. The value obtained for the maximum force is 2.9 eV/Å. The calculation puts the energy at -6765.6908 Ha. The calculation puts the HOMO energy (spin up / spin down) at -2.702 / -2.772 eV.

Results of the Löwdin charge analysis, in e, for atoms 1 through 4:
1. Se 0.80
2. Ti 0.74
3. Cl 0.64
4. Cl 0.69

***

Entry 3:
Below is C22H10Cl5N3ORuS2 as an isolated structure, with properties calculated with ωB97M-V with the def2-TZVPD basis set.

```
44
Properties=species:S:1:pos:R:3
Ru 0.110 1.487 -0.647
Cl -4.032 -0.065 4.913
Cl -2.349 1.548 0.020
Cl -1.085 0.150 5.932
Cl -4.671 0.637 1.921
Cl 1.192 1.037 3.965
S 2.336 1.835 -1.150
S 0.235 3.716 -1.339
O 0.268 1.611 1.302
N 2.031 6.757 -2.727
N 5.302 3.830 -2.441
N 0.145 -0.480 -0.891
C 2.370 5.694 -2.439
C -3.008 -1.334 -2.628
C 3.392 -2.960 0.144
C 1.229 -1.310 -0.531
C -1.761 -0.785 -2.363
C -1.622 -2.078 -0.344
C -1.058 -1.139 -1.213
C -3.566 -2.258 -1.756
C 2.102 -0.954 0.499
C 1.454 -2.512 -1.212
C 3.174 -1.771 0.824
C 2.523 -3.325 -0.876
C 2.808 4.383 -2.084
C -0.707 1.242 2.086
C -2.038 1.141 1.672
C 1.937 3.453 -1.576
C 4.188 4.074 -2.280
C -0.441 0.928 3.435
C -3.061 0.745 2.520
C -1.455 0.535 4.293
C -2.775 0.437 3.844
C -2.863 -2.629 -0.615
H -4.538 -2.687 -1.962
H 4.230 -3.595 0.402
H -3.542 -1.042 -3.523
H 3.840 -1.475 1.626
H 1.925 -0.038 1.046
H 0.785 -2.794 -2.016
H -3.293 -3.342 0.078
H -1.315 -0.066 -3.040
H -1.080 -2.352 0.553
H 2.684 -4.247 -1.422
```

The HOMO-LUMO gap (spin up / spin down) comes out at 6.77 / 6.97 eV. As for the net charge: -1. Its expectation value of S² is 0.7581. The value obtained for the maximum force is 0.3 eV/Å. As for the spin multiplicity: 2. The calculation puts the energy at -4276.2100 Ha. The calculation puts the HOMO energy (spin up / spin down) at -4.899 / -5.205 eV.

Results of the Löwdin charge analysis, in e, for atoms 1 through 4:
1. Ru 0.74
2. Cl 0.66
3. Cl 0.78
4. Cl 0.67

***

Entry 4:
Below is C22H12B3Cl68FN2O3 as an isolated structure in a non-equilibrium geometry, with properties calculated with ωB97M-V with the def2-TZVPD basis set.

```
111
Properties=species:S:1:pos:R:3
Cl -3.819 8.602 -4.888
Cl -4.863 2.622 -11.017
Cl -5.002 6.904 -2.884
Cl -4.613 1.215 -2.137
Cl 7.661 5.378 -1.091
Cl -8.904 0.088 -2.351
Cl -6.694 -1.735 4.769
Cl -5.942 5.304 1.252
Cl -2.044 1.525 -3.378
Cl 6.785 -10.694 1.043
Cl -1.583 -2.945 2.405
Cl 7.334 -1.705 -3.872
Cl -1.001 -4.065 9.621
Cl -10.322 1.836 -4.157
Cl -5.227 7.170 3.336
Cl -4.398 2.299 -4.834
Cl -8.920 2.934 -1.887
Cl 8.590 -8.003 -6.887
Cl 2.634 -1.728 -2.216
Cl 6.043 0.749 -3.085
Cl 0.016 -7.320 -1.061
Cl 1.741 -9.610 -1.315
Cl -3.213 5.470 2.160
Cl 5.327 -10.036 3.443
Cl 2.319 0.794 -3.604
Cl 3.796 -6.167 0.029
Cl 5.382 3.386 3.892
Cl -6.287 9.378 -3.615
Cl 0.400 3.577 -4.647
Cl 0.675 -8.884 1.269
Cl 4.173 -9.490 0.858
Cl -3.842 -1.592 4.375
Cl 0.155 -1.109 -3.544
Cl -3.748 4.201 -8.880
Cl 1.935 3.980 -7.059
Cl 6.424 -7.938 1.799
Cl -0.319 -5.330 1.396
Cl 7.984 -8.750 -4.166
Cl -1.067 -9.976 -0.749
Cl 0.878 -3.899 3.586
Cl -3.531 3.858 -2.564
Cl 3.386 5.461 3.623
Cl -1.572 -5.363 3.990
Cl 4.856 -4.111 -1.714
Cl 3.971 4.351 6.210
Cl -4.851 1.594 -8.322
Cl 6.472 2.880 -0.274
Cl 5.300 -6.892 -2.314
Cl 6.284 5.180 1.442
Cl 0.925 0.322 -1.139
Cl 5.913 6.039 4.899
Cl -7.432 1.844 -4.098
Cl 8.609 0.051 -1.966
Cl -3.816 9.436 -2.129
Cl 0.618 1.456 -6.599
Cl -2.384 1.815 -9.796
Cl -0.538 -4.184 6.771
Cl 8.095 -5.965 -4.904
Cl -2.642 -5.754 7.951
Cl 5.929 -7.621 -5.838
Cl -2.899 -2.886 7.801
Cl 2.663 -5.750 -2.591
Cl -5.528 -2.662 2.297
Cl -5.125 -4.152 4.735
Cl -0.950 3.802 -7.171
Cl 6.254 -1.435 -1.217
Cl 4.790 5.100 -1.022
Cl -4.348 7.612 0.616
F 0.176 4.794 1.649
O -0.139 2.429 4.442
O -0.715 2.649 2.161
O 1.461 3.248 2.888
N 2.348 0.514 1.581
N -2.425 1.842 3.833
C -3.499 2.246 3.254
C 7.062 -0.579 -2.537
C -4.733 8.578 -3.378
C -8.896 1.676 -3.128
C 4.151 -5.733 -1.642
C 7.650 -7.585 -5.453
C 0.505 3.205 -6.369
C -3.795 1.996 1.799
C -1.768 -4.217 8.036
C 4.660 4.814 4.649
C -3.956 2.556 -9.504
C 1.508 -0.428 -2.620
C 0.338 -8.949 -0.461
C -0.656 -4.382 2.846
C -4.682 6.397 1.846
C -5.294 -2.536 4.046
C -3.654 2.220 -3.221
C 5.676 -9.537 1.785
C -4.566 2.949 4.049
C 1.709 0.081 2.813
C 1.979 1.001 4.037
C 6.304 4.640 -0.235
B 1.094 2.263 3.820
B -1.144 2.303 3.466
B 0.314 3.582 2.204
H 3.042 1.220 4.133
H -3.219 2.713 1.209
H -4.222 3.917 4.395
H 1.966 1.377 1.225
H -5.479 3.046 3.466
H 1.643 0.488 4.941
H 3.349 0.591 1.695
H 0.631 0.079 2.638
H -4.849 2.087 1.562
H -4.815 2.297 4.888
H 2.024 -0.934 3.028
H -3.400 1.016 1.542
```

The HOMO-LUMO gap comes out at 8.99 eV. The value obtained for the maximum force is 1.7 eV/Å. The calculation puts the energy at -32648.3503 Ha. The calculation puts the HOMO energy at -9.060 eV.

Results of the Löwdin charge analysis, in e, for atoms 1 through 4:
1. Cl 0.53
2. Cl 0.53
3. Cl 0.49
4. Cl 0.53

***

Entry 5:
Below is a 7-piece molecular cluster, C22H12BrCl19F5NO2 overall in a non-equilibrium geometry, with properties calculated with ωB97M-V with the def2-TZVPD basis set.

```
62
Properties=species:S:1:pos:R:3
Br -1.509 2.556 -3.888
Cl -6.067 2.890 -4.274
Cl 6.312 1.329 -4.680
Cl -6.992 1.967 -1.369
Cl -5.759 4.034 -6.920
Cl -6.231 0.927 1.245
Cl 1.187 -3.698 7.250
Cl -0.737 -1.564 7.671
Cl 7.395 -0.718 2.553
Cl 5.855 -1.525 -4.525
Cl 4.873 -1.297 1.228
Cl 2.226 -1.992 -4.638
Cl -8.366 -0.338 -0.258
Cl 0.476 -1.924 5.060
Cl 7.342 -2.497 0.256
Cl 4.045 0.182 -6.079
Cl 2.706 -1.682 -1.786
Cl 2.034 -4.298 -2.885
Cl -4.002 1.892 -6.074
Cl -0.036 4.093 -1.398
F -0.994 -3.035 1.149
F 0.500 2.250 3.988
F -0.871 0.639 4.367
F 0.719 -3.530 -0.051
F 0.693 -3.971 2.098
O -2.925 0.308 2.511
O 0.028 3.706 1.663
N -1.317 2.024 2.599
C -1.106 2.789 -1.066
C 6.461 -1.934 1.682
C -0.099 -2.735 6.516
C -2.656 1.047 -1.798
C 0.361 -3.081 1.157
C 0.571 0.425 2.524
C -0.289 1.342 3.385
C -0.773 2.831 1.538
C 0.180 -0.873 2.250
C 0.916 -1.703 1.418
C -1.339 2.366 0.237
C -2.905 0.652 -0.491
C 1.755 0.885 1.948
C 5.703 -0.087 -5.537
C 2.111 -1.256 0.874
C 2.854 -2.768 -3.185
C -1.787 2.096 -2.066
C -4.919 3.303 -5.551
C -2.243 1.133 1.973
C 2.523 0.048 1.158
C -2.228 1.334 0.497
C -7.558 1.185 0.113
H -3.577 -0.157 -0.237
H 6.318 -0.239 -6.414
H -4.221 4.030 -5.154
H 3.903 -2.973 -3.337
H 2.030 1.915 2.138
H -0.751 -1.227 2.673
H 6.310 -2.780 2.340
H -8.276 1.843 0.585
H 3.427 0.468 0.752
H -0.901 -3.404 6.234
H 2.715 -1.913 0.233
H -3.136 0.531 -2.618
```

The HOMO-LUMO gap comes out at 9.02 eV. The value obtained for the maximum force is 1.6 eV/Å. As for the SMILES: O=C1c2ccc(Br)c(Cl)c2C(=O)N1C(F)(F)c1cccc(C(F)(F)F)c1.ClC(Cl)Cl.ClC(Cl)Cl.ClC(Cl)Cl.ClC(Cl)Cl.ClC(Cl)Cl.ClC(Cl)Cl. The calculation puts the energy at -12867.7699 Ha. The calculation puts the HOMO energy at -9.889 eV.

Results of the Löwdin charge analysis, in e, for atoms 1 through 4:
1. Br 0.77
2. Cl 0.50
3. Cl 0.53
4. Cl 0.49

***

Entry 6:
Below is an isolated ion of composition C22H13Cl2N2O2 and charge +1 in a non-equilibrium geometry, with properties calculated with ωB97M-V with the def2-TZVPD basis set.

```
41
Properties=species:S:1:pos:R:3
Cl -5.649 0.865 2.092
Cl 5.046 0.746 1.905
O 0.565 -3.968 5.142
O -1.756 0.008 6.038
N 0.860 -1.125 5.817
N 1.717 -0.395 5.978
C -1.580 -3.483 6.134
C -3.060 1.056 2.824
C 2.161 -1.699 3.176
C -3.159 -4.667 7.473
C -3.943 -1.190 2.459
C 1.012 -0.910 3.037
C 3.396 -1.231 2.735
C 3.508 0.092 2.271
C -0.348 -3.195 5.390
C -3.963 -3.511 7.562
C -1.619 -0.873 3.070
C -0.364 -1.729 5.002
C -2.682 -1.719 2.742
C -3.559 -2.316 6.967
C -1.814 0.506 3.138
C -0.307 -1.522 3.502
C 2.358 0.856 2.057
C 1.107 0.305 2.353
C -1.580 -1.170 5.767
C -2.347 -2.308 6.279
C -1.971 -4.667 6.741
C -4.116 0.202 2.481
H -3.475 -5.575 7.987
H 0.216 0.839 2.038
H -0.317 -2.536 3.088
H -2.519 -2.797 2.729
H -4.779 -1.845 2.228
H -4.146 -1.400 7.018
H -3.217 2.129 2.862
H -1.017 1.171 3.467
H -1.326 -5.538 6.640
H -4.900 -3.554 8.118
H 4.273 -1.869 2.775
H 2.437 1.856 1.630
H 2.061 -2.714 3.572
```

The HOMO-LUMO gap comes out at 6.31 eV. As for the net charge: +1. The value obtained for the maximum force is 6.1 eV/Å. As for the SMILES: N#[N+]C1(C(c2ccc(Cl)cc2)c2ccc(Cl)cc2)C(=O)c2ccccc2C1=O. The calculation puts the energy at -2026.2258 Ha. The calculation puts the HOMO energy at -12.075 eV.

Results of the Löwdin charge analysis, in e, for atoms 1 through 4:
1. Cl 0.73
2. Cl 0.73
3. O 0.15
4. O 0.16

***

Entry 7:
Below is C22H13ClCo2O8S as an isolated structure in a non-equilibrium geometry, with properties calculated with ωB97M-V with the def2-TZVPD basis set.

```
47
Properties=species:S:1:pos:R:3
Co -0.209 4.846 4.288
Co -2.467 5.831 3.451
Cl -2.046 0.118 0.366
S 0.703 0.953 -0.227
O -0.345 6.812 6.444
O -2.115 7.228 0.915
O 0.014 1.957 -0.999
O -2.812 8.184 5.105
O 0.797 6.748 2.304
O 1.869 1.280 0.573
O -5.348 5.340 3.455
O 2.471 4.144 5.360
C 1.421 4.372 4.913
C -4.005 4.286 7.531
C 0.688 -0.339 -2.690
C 1.167 -1.232 -3.653
C 2.428 -1.055 -1.165
C -2.187 6.642 1.910
C 2.277 -2.034 -3.373
C -0.718 2.298 2.793
C -2.603 7.236 4.480
C -3.085 4.628 6.535
C -2.698 3.679 5.555
C -1.826 4.053 4.439
C 0.173 6.016 2.956
C -0.452 6.078 5.555
C -4.203 5.530 3.384
C -0.481 0.313 0.928
C -4.467 2.970 7.654
C 2.903 -1.948 -2.129
C -4.078 2.026 6.694
C -0.953 3.344 3.622
C 1.281 -0.286 -1.422
C -3.208 2.360 5.649
H 0.320 2.016 2.602
H -5.131 2.695 8.483
H -4.328 5.077 8.210
H -0.068 -0.531 1.473
H 2.649 -2.731 -4.115
H -4.458 1.004 6.741
H -0.136 0.335 -2.924
H -2.655 5.639 6.510
H 3.761 -2.583 -1.897
H -1.511 1.798 2.237
H -2.938 1.625 4.872
H 0.664 -1.303 -4.619
H 2.952 -0.945 -0.216
```

The HOMO-LUMO gap comes out at 5.40 eV. As for the net charge: -2. The value obtained for the maximum force is 4.5 eV/Å. The calculation puts the energy at -5071.8634 Ha. The calculation puts the HOMO energy at -0.913 eV.

Results of the Löwdin charge analysis, in e, for atoms 1 through 4:
1. Co 0.07
2. Co 0.05
3. Cl 0.50
4. S 0.52